Below is a structure of composition C25H45F6MgO20 in a non-equilibrium geometry, with properties calculated with ωB97M-V/def2-TZVPD.

```
! wB97M-V def2-TZVPD RIJCOSX def2/J DEFGRID3
* xyz 2 2
Mg -2.172 -3.277 -0.373
C -0.412 0.577 -0.643
C -0.435 -0.554 0.419
O -1.169 -1.660 0.088
H -1.351 1.130 -0.624
H -0.182 0.281 -1.666
H 0.308 1.359 -0.402
H -0.700 -0.191 1.412
H 0.612 -0.844 0.510
C 3.170 0.117 4.473
C 2.521 0.458 3.096
O 1.885 1.741 3.165
C 2.566 2.845 2.909
O 3.769 2.907 2.518
C 1.679 4.084 3.099
F 1.812 4.936 2.101
F 0.398 3.787 3.273
F 2.018 4.804 4.168
H 3.485 -0.924 4.536
H 2.421 0.105 5.265
H 4.022 0.783 4.610
H 1.699 -0.250 2.986
H 3.133 0.361 2.200
C -1.035 4.027 -0.043
C -0.311 5.399 -0.242
O -0.996 6.351 -1.070
C -1.121 6.179 -2.466
O -0.389 5.474 -3.096
C -2.083 7.107 -3.245
F -3.064 6.453 -3.911
F -2.605 8.081 -2.454
F -1.373 7.816 -4.200
H -0.933 3.589 -1.036
H -2.108 4.087 0.140
H -0.532 3.370 0.667
H 0.751 5.262 -0.442
H -0.299 5.865 0.744
C 1.448 -2.731 -2.166
O 1.648 -4.072 -1.724
C 0.570 -4.740 -1.254
O -0.550 -4.243 -1.005
O 0.890 -5.991 -0.945
C 2.216 -6.574 -1.139
H 2.281 -2.402 -2.787
H 1.308 -1.997 -1.372
H 0.503 -2.652 -2.703
H 3.032 -6.103 -0.590
H 2.398 -6.648 -2.211
H 2.276 -7.612 -0.813
C -1.829 -0.736 -3.919
O -2.049 -2.040 -4.334
C -2.417 -3.020 -3.439
O -2.560 -2.840 -2.272
O -2.387 -4.229 -4.028
C -2.297 -4.490 -5.418
H -1.138 -0.579 -3.091
H -2.802 -0.317 -3.663
H -1.480 -0.138 -4.761
H -3.225 -4.175 -5.895
H -2.075 -5.525 -5.677
H -1.449 -4.063 -5.954
C -0.750 1.012 5.151
O -1.082 -0.273 5.629
C -2.385 -0.659 5.682
O -3.418 -0.106 5.239
O -2.395 -1.831 6.337
C -3.524 -2.662 6.515
H -1.308 1.814 5.634
H -0.849 1.040 4.066
H 0.302 1.162 5.393
H -4.030 -2.896 5.578
H -4.230 -2.149 7.168
H -3.081 -3.520 7.021
C -3.996 -5.056 2.801
O -2.815 -4.610 3.453
C -1.816 -4.213 2.613
O -1.918 -4.187 1.378
O -0.711 -3.888 3.405
C 0.553 -3.532 2.823
H -3.766 -5.964 2.244
H -4.467 -4.374 2.094
H -4.815 -5.253 3.492
H 0.762 -3.901 1.819
H 1.370 -3.780 3.501
H 0.582 -2.456 2.655
C 4.052 4.956 -6.811
O 3.294 4.048 -5.929
C 3.668 3.838 -4.688
O 4.587 4.399 -4.108
O 2.769 2.996 -4.152
C 2.829 2.723 -2.794
H 3.770 4.775 -7.849
H 5.135 4.932 -6.694
H 3.765 5.996 -6.656
H 2.296 1.793 -2.599
H 2.468 3.582 -2.228
H 3.859 2.530 -2.494
*
```

## Properties
E_tot ... -89338.07529 eV
HOMO level (alpha / beta) ... -13.75 / -13.75 eV
LUMO energy (alpha / beta) ... -6.263 / -9.976 eV
HOMO-LUMO gap (alpha / beta) ... 0.27515 / 0.13867 Eh

Below is a structure of composition C23H32HfI2N7O, with properties calculated with ωB97M-V/def2-TZVPD.

```
! wB97M-V def2-TZVPD RIJCOSX def2/J DEFGRID3
* xyz 3 1
Hf 0.067 -0.028 -0.060
N -2.357 0.304 0.008
C -3.048 -0.195 1.219
C -2.522 -1.583 1.474
N -1.028 -1.578 1.568
C -0.533 -1.442 2.971
C -0.162 -0.015 3.284
N 0.871 0.400 2.295
H -2.646 1.260 -0.176
H -2.682 -0.225 -0.799
H -4.129 -0.217 1.083
H -2.838 0.484 2.045
H -2.790 -2.230 0.636
H -2.960 -2.020 2.371
H -0.742 -2.500 1.260
H 0.355 -2.071 3.070
H -1.269 -1.826 3.676
H 0.203 0.070 4.307
H -1.011 0.659 3.182
H 1.749 -0.038 2.568
H 1.041 1.397 2.399
N 2.472 0.033 -0.059
C 3.187 -0.202 -1.367
C 3.061 0.987 -2.295
C 1.654 1.241 -2.788
N 0.748 1.641 -1.666
H 2.846 0.896 0.336
H 2.789 -0.693 0.579
H 2.750 -1.093 -1.818
H 4.234 -0.416 -1.158
H 3.703 0.809 -3.159
H 3.464 1.887 -1.814
H 1.227 0.347 -3.246
H 1.650 2.025 -3.544
H -0.154 1.858 -2.088
H 1.072 2.525 -1.282
I -2.081 -0.812 -4.725
C -0.906 -2.129 -3.654
C -0.601 -3.408 -4.198
C 0.178 -4.307 -3.523
I 0.565 -6.146 -4.386
C 0.708 -3.959 -2.240
C 1.527 -4.782 -1.446
C 1.982 -4.336 -0.224
C 1.623 -3.061 0.203
N 0.856 -2.239 -0.507
C 0.394 -2.690 -1.721
C -0.413 -1.791 -2.432
O -0.624 -0.610 -1.788
H -1.002 -3.666 -5.169
H 1.796 -5.769 -1.803
H 2.610 -4.954 0.402
H 1.976 -2.702 1.167
N -0.514 2.200 0.658
C -0.851 3.266 0.952
C -1.281 4.582 1.304
C -2.449 5.088 0.723
C -2.861 6.360 1.065
C -2.114 7.108 1.970
C -0.951 6.600 2.542
C -0.523 5.329 2.212
H -3.019 4.497 0.016
H -3.760 6.773 0.628
H -2.443 8.105 2.233
H -0.383 7.198 3.241
H 0.381 4.924 2.646
*
```

## Properties
E_tot ... -54338.23451 eV
Relative energy (zero: lowest compared OMol25 entry of this formula, charge and spin) ... 15.1 kcal/mol
HOMO level ... -15.57 eV
LUMO energy ... -8.923 eV
HOMO-LUMO gap ... 0.24436 Eh

Below is a structure of composition CH5N3O2S in a non-equilibrium geometry, with properties calculated with ωB97M-V/def2-TZVPD.

```
! wB97M-V def2-TZVPD RIJCOSX def2/J DEFGRID3
* xyz 0 1
C -0.833 0.216 -0.127
N -0.719 -0.764 0.852
N -1.444 1.301 -0.116
N 0.016 0.065 -1.223
O 1.956 -1.377 -0.051
O 1.693 0.777 0.915
S 2.024 0.045 -0.230
H -0.985 -0.507 1.852
H 0.320 -1.103 0.796
H -1.982 1.446 0.757
H 0.210 -0.852 -1.571
H -0.256 0.752 -1.855
*
```

## Properties
E_tot ... -20517.99312 eV
Relative energy (zero: lowest compared OMol25 entry of this formula, charge and spin) ... 9.5 kcal/mol
HOMO level ... -9.58 eV
LUMO energy ... 0.200 eV
HOMO-LUMO gap ... 0.35930 Eh

Below is a structure of composition C36H34MoN4OP2Se2Te, with properties calculated with ωB97M-V/def2-TZVPD.

```
! wB97M-V def2-TZVPD RIJCOSX def2/J DEFGRID3
* xyz 2 3
Mo -2.519 -1.176 -1.665
Se 0.107 -3.996 4.398
P 0.729 -2.179 3.313
C 0.398 -0.690 4.248
C -0.762 0.050 4.017
C -1.028 1.163 4.799
C -0.152 1.527 5.813
C 0.993 0.778 6.055
C 1.272 -0.332 5.277
C 2.469 -2.242 2.905
C 3.112 -3.473 2.762
C 4.480 -3.506 2.552
C 5.202 -2.322 2.483
C 4.559 -1.097 2.594
C 3.191 -1.049 2.807
C -0.368 -2.211 1.908
C -0.366 -1.759 0.595
N -1.634 -1.937 0.166
N -2.355 -2.482 1.137
N -1.611 -2.664 2.190
P 0.827 -1.226 -0.629
Se -0.260 -1.203 -2.576
C 2.164 -2.412 -0.709
C 1.814 -3.743 -0.950
C 2.806 -4.695 -1.097
C 4.143 -4.317 -1.031
C 4.487 -2.994 -0.797
C 3.500 -2.035 -0.623
C 1.406 0.417 -0.232
C 2.296 1.050 -1.105
C 2.712 2.341 -0.836
C 2.236 3.008 0.289
C 1.337 2.388 1.143
C 0.914 1.092 0.883
H -1.461 -0.242 3.245
H -1.926 1.740 4.624
H -0.367 2.393 6.425
H 1.667 1.057 6.853
H 2.164 -0.915 5.472
H 2.552 -4.396 2.835
H 4.985 -4.459 2.459
H 6.275 -2.355 2.346
H 5.125 -0.176 2.536
H 2.696 -0.092 2.919
H 0.772 -4.030 -1.038
H 2.540 -5.726 -1.285
H 4.918 -5.059 -1.170
H 5.529 -2.705 -0.751
H 3.773 -1.007 -0.431
H 2.651 0.541 -1.993
H 3.403 2.833 -1.507
H 2.563 4.019 0.491
H 0.954 2.912 2.009
H 0.201 0.619 1.545
N -3.836 -0.248 -4.488
C -3.375 -0.592 -3.484
H -4.181 0.063 -5.375
O -3.955 -2.624 -1.045
H -3.856 -2.869 -0.099
H -4.863 -2.748 -1.344
C -3.784 4.807 -5.709
C -3.582 3.933 -4.503
C -4.658 3.328 -3.865
C -4.492 2.529 -2.737
C -5.702 1.912 -2.090
C -3.196 2.340 -2.252
Te -2.890 1.096 -0.560
C -2.089 2.956 -2.851
C -0.693 2.835 -2.302
C -2.309 3.736 -3.979
H -4.814 4.775 -6.058
H -3.132 4.502 -6.529
H -3.541 5.844 -5.473
H -5.659 3.490 -4.248
H -6.603 2.147 -2.652
H -5.837 2.290 -1.073
H -5.617 0.825 -2.022
H -0.391 1.794 -2.177
H -0.619 3.321 -1.326
H 0.021 3.316 -2.969
H -1.462 4.215 -4.457
*
```

## Properties
E_tot ... -204297.62764 eV
Relative energy (zero: lowest compared OMol25 entry of this formula, charge and spin) ... 0.0 kcal/mol
HOMO level (alpha / beta) ... -12.99 / -12.93 eV
LUMO energy (alpha / beta) ... -5.783 / -7.689 eV
HOMO-LUMO gap (alpha / beta) ... 0.26469 / 0.19257 Eh

Below is the ion C5H9IN with charge +1 in a non-equilibrium geometry, with properties calculated with ωB97M-V/def2-TZVPD.

```
! wB97M-V def2-TZVPD RIJCOSX def2/J DEFGRID3
* xyz 1 1
I -3.224 -0.075 0.042
C -1.103 0.113 -0.206
C -0.440 1.241 -0.928
C -0.191 1.038 0.542
C 1.044 0.257 0.935
C 1.032 -0.965 0.012
N -0.412 -1.202 -0.304
H -1.066 2.074 -1.213
H 0.337 1.036 -1.647
H -0.571 1.759 1.248
H 0.976 -0.034 1.984
H 1.954 0.840 0.805
H 1.570 -0.762 -0.913
H 1.468 -1.847 0.478
H -0.540 -1.639 -1.225
H -0.833 -1.833 0.391
*
```

## Properties
E_tot ... -14914.27094 eV
Relative energy (zero: lowest compared OMol25 entry of this formula, charge and spin) ... 0.0 kcal/mol
HOMO level ... -13.63 eV
LUMO energy ... -3.631 eV
HOMO-LUMO gap ... 0.36744 Eh

Below is the ion C2H7N2O3 with charge +1 in a non-equilibrium geometry, with properties calculated with ωB97M-V/def2-TZVPD.

```
! wB97M-V def2-TZVPD RIJCOSX def2/J DEFGRID3
* xyz 1 1
C 1.181 -1.085 -0.446
N 0.221 -0.715 0.614
C -1.035 -0.138 -0.065
O -0.938 1.040 -0.594
N 0.053 2.038 0.002
O -2.129 -0.580 0.918
O -1.962 -0.975 -0.473
H 1.491 -0.228 -0.914
H 2.040 -1.497 -0.076
H 0.710 -1.726 -1.226
H 0.713 0.064 1.119
H -0.200 -1.401 1.441
H -0.655 2.695 0.414
H 0.510 2.507 -0.713
*
```

## Properties
E_tot ... -11296.67750 eV
Relative energy (zero: lowest compared OMol25 entry of this formula, charge and spin) ... 142.6 kcal/mol
HOMO level ... -15.41 eV
LUMO energy ... -3.581 eV
HOMO-LUMO gap ... 0.43484 Eh

Which formula does entry 3 have?
CH5N3O2S

The lowest E_tot belongs to which entry?
C36H34MoN4OP2Se2Te

Which of these has the lowest E_tot?
C36H34MoN4OP2Se2Te

Which of these has the lowest E_tot?
C36H34MoN4OP2Se2Te